Below is a 6-piece molecular cluster, C30H55Br12ClF2N2O6P2 overall, with properties calculated with ωB97M-V/def2-TZVPD.

XYZ file:
```
110
Properties=species:S:1:pos:R:3:forces:R:3:lowdin_charge:R:1
H -2.32847 1.31729 -4.89969 0.116 0.137 -0.099 0.062
N 5.53996 1.71632 2.11775 -0.938 -0.324 -0.428 -0.057
C 6.26413 -1.82165 -4.09520 -0.139 0.135 -0.154 -0.690
Br 1.95019 -2.80929 -5.25645 0.011 -0.065 -0.014 0.619
H -0.31408 2.99195 1.54090 -0.914 0.347 1.398 0.056
H 3.64086 0.06250 0.35766 -0.458 1.323 1.181 0.117
C 4.47406 2.05427 1.08446 0.080 -1.781 0.172 -0.258
C -0.39922 -4.26536 2.63491 -0.693 -1.625 0.739 -0.384
C 0.71370 -3.80795 -2.87164 -0.017 -0.212 0.192 -0.685
H -4.16524 -1.38007 3.33399 -0.022 -0.258 0.748 0.051
C 0.95368 0.06697 0.73996 0.546 1.140 -0.032 -0.109
O -1.99548 -1.76840 1.84931 2.224 1.697 -1.612 -0.103
H 0.52106 1.65184 3.93093 -0.510 -1.462 -0.518 0.085
H 3.45534 6.02268 -4.96105 -0.108 -0.179 0.034 0.053
H -5.34705 -7.51875 6.68386 0.041 0.122 0.060 0.058
H -0.92560 2.83053 -6.50521 0.004 0.012 0.124 0.061
H 1.27784 0.04304 3.45799 -1.539 0.714 0.130 0.063
C 0.28502 0.55404 3.72380 0.921 0.110 0.418 -0.073
H -3.04396 -3.65418 5.14859 0.790 0.190 -0.132 0.035
C 5.67367 -3.19353 -3.88309 0.140 -0.225 0.049 -0.704
H 0.28523 -2.35492 5.77914 0.983 -0.499 -1.188 0.069
H 1.09430 -0.39071 -0.31704 -0.527 0.957 1.715 0.136
H 3.60638 3.48720 -4.34305 -0.083 0.082 -0.072 0.058
H 3.30388 4.88487 -6.31919 -0.039 -0.018 0.134 0.059
H 1.87565 2.02005 -0.05740 -0.403 -0.703 1.494 0.107
H 5.03194 1.49010 3.00087 0.602 0.348 -0.861 0.059
H -3.16576 0.67853 3.17232 1.901 0.726 -0.009 0.110
O -0.93402 -1.95861 -0.24531 -1.275 3.581 4.238 0.084
C -2.11715 1.15896 3.29902 -0.954 0.647 0.241 -0.206
H -0.59497 1.45008 -4.52117 -0.044 0.106 0.084 0.063
C -5.05353 -5.44076 7.15358 -0.126 0.148 0.331 -0.698
Br -2.30030 7.67136 -8.08216 -0.078 0.002 -0.090 0.589
N -1.45269 1.11696 0.16456 -0.998 -1.659 -3.424 0.130
C -4.66739 -6.89444 7.26685 0.032 -0.177 -0.291 -0.696
C -2.78716 0.57201 -0.12341 -5.521 -0.145 2.386 -0.307
H -5.92234 8.49958 -7.12752 0.133 -0.023 -0.046 0.057
H -4.38934 8.39284 -9.24222 -0.022 -0.056 0.204 0.051
H -2.97864 2.78702 1.90538 1.149 -0.455 1.621 0.101
F -3.09264 -0.07786 -1.37988 1.787 1.752 2.728 0.040
H 6.06165 -3.89738 -4.62167 -0.012 0.138 0.043 0.062
P 0.12825 -2.53135 3.18830 1.741 0.372 -0.897 1.018
O -4.02068 -1.48400 4.30398 2.355 -0.473 -1.178 -0.302
Br 1.13742 5.98758 -5.88576 0.101 0.096 0.045 0.639
H 2.30240 -4.20055 4.01160 -0.719 0.488 1.456 0.061
H -3.89749 9.55311 -7.98768 -0.070 -0.122 0.023 0.057
Br -5.64435 6.14187 -7.80477 0.053 0.044 0.079 0.586
H -4.58534 7.75414 -6.22235 0.033 0.030 -0.197 0.054
C -1.36957 3.16429 -5.56514 -0.214 -0.107 -0.248 -0.707
H 1.39484 -5.60034 2.29828 -0.956 0.815 -1.109 0.068
H -0.13517 -4.31339 -2.40787 0.054 0.091 -0.105 0.061
Cl -3.08081 3.61395 4.18600 0.569 -0.590 -0.984 0.525
C 0.75424 -4.87573 1.68925 0.186 1.091 0.023 -0.188
H 4.58371 -3.20470 -3.91515 0.160 0.076 0.030 -0.023
C -0.79266 1.41827 -1.11942 4.259 5.803 0.169 -0.487
C 3.37892 0.87340 1.14617 -1.160 -0.076 -0.523 -0.205
Br -1.93189 2.62136 -2.80439 -5.273 1.306 -6.410 1.073
C -0.90124 3.43262 2.41447 -0.581 1.301 0.695 -0.135
O -3.77592 0.66774 0.65593 5.221 -0.445 -3.529 0.121
H 0.97525 -5.02942 -4.66250 0.002 0.152 0.126 0.053
H -1.93990 1.20497 4.44500 -0.226 -0.147 -1.991 0.102
H -1.41880 -4.29275 2.10341 1.613 0.445 0.825 0.091
H 4.01119 3.08202 1.26967 0.761 -1.430 -0.282 0.115
C -1.29451 -1.26416 3.05601 -1.849 -1.428 -1.198 -0.614
C -0.62968 0.28096 1.09401 0.679 -4.730 0.817 -0.172
H 4.99016 1.96776 0.05193 -0.958 0.653 1.661 0.116
C -1.53101 2.00463 -4.61338 -0.471 0.146 -0.181 -0.568
Br -3.09422 3.92217 -6.06325 0.144 0.064 0.036 0.602
H 0.70685 -2.75706 -2.58144 -0.030 -0.155 -0.097 0.043
Br -2.90283 -7.21789 6.50425 -0.044 0.026 0.091 0.598
C -4.06219 8.49675 -8.20755 0.263 0.138 0.114 -0.696
H -0.27279 3.58418 3.37230 -0.773 -0.408 -1.682 0.082
H -0.02860 0.10121 4.74656 0.321 0.776 -1.771 0.087
H -0.77152 3.97864 -5.15553 -0.100 -0.170 0.012 -0.012
H -0.27460 -3.76996 -4.78117 0.099 -0.007 0.101 0.059
H -1.20399 4.50426 2.08538 0.481 -1.803 0.511 0.095
P -2.30871 -1.61472 4.61768 -1.153 0.652 2.147 0.969
F -0.40193 0.49082 -2.12475 -1.009 1.372 3.220 0.028
H 1.59890 2.03189 1.82343 0.032 -0.910 -1.502 0.099
Br 2.29060 -4.61338 -2.05410 0.007 0.162 -0.064 0.621
O -2.13766 -3.26886 5.12510 -1.222 1.417 -1.595 -0.348
H -6.11536 -5.30705 7.36768 0.112 -0.074 -0.051 0.059
Br 2.26286 4.65580 -2.63236 -0.077 -0.087 -0.096 0.625
H -4.64140 -7.25562 8.29485 -0.009 0.168 -0.131 0.052
H 1.43516 -3.99215 1.37355 -1.008 -1.583 0.309 0.051
H 7.31266 -1.75281 -3.80548 -0.179 -0.079 0.008 0.051
O -0.48171 2.67176 -1.32808 2.592 -7.514 5.482 -0.273
Br 6.19872 -3.93083 -2.15689 -0.079 0.046 -0.041 0.585
C 0.97358 -2.52729 4.88293 0.710 -0.213 0.720 -0.412
H 1.74553 -1.66068 4.87539 -1.480 -1.348 -0.164 0.074
H -0.51381 -4.97435 3.54788 0.059 1.344 -1.395 0.080
H 1.42223 -0.71977 1.45292 -1.442 1.202 -1.016 0.093
H 0.31447 -5.33622 0.73582 0.740 0.465 1.549 0.066
C 1.84469 1.39533 0.90355 1.678 -0.861 -0.313 -0.182
C -1.17780 -1.24005 0.76659 0.327 -3.654 -1.889 -0.314
C -0.91532 0.28967 2.68341 -0.078 -0.095 2.549 -0.293
H 5.91608 0.79746 1.80912 -0.179 0.854 0.362 0.063
C 2.67608 4.05008 -4.43877 0.224 0.001 0.271 -0.685
H 3.36352 0.30357 2.15940 0.279 1.150 -1.471 0.104
C -2.25379 2.67287 2.79834 0.316 0.068 -1.026 -0.642
H 1.87593 3.37225 -4.73743 0.100 0.161 -0.028 0.043
H 2.74259 -3.61682 5.71969 -1.519 -0.716 -1.098 0.082
H -4.82752 -5.00880 6.17855 -0.035 -0.178 0.115 0.037
H 1.25423 -4.75549 5.47134 0.916 1.380 -0.747 0.082
C 1.85602 -3.88574 5.02119 0.164 0.547 0.451 -0.160
C -5.02038 7.89059 -7.21249 -0.292 -0.047 -0.076 -0.690
C 0.70424 -4.01625 -4.36561 -0.149 0.152 -0.096 -0.680
H 6.15877 -1.51556 -5.13771 -0.018 -0.090 0.107 0.058
Br -4.12868 -4.35713 8.48450 0.004 -0.010 -0.155 0.608
C 2.85493 5.21565 -5.38076 -0.110 -0.052 -0.291 -0.680
Br 5.30043 -0.47059 -3.07111 0.064 -0.002 0.030 0.574
```
Positions in Å, forces in eV/Å.

Results
E_LUMO = -0.65 eV

Below is C30H55CrN4OP2S as an isolated structure, with properties calculated with ωB97M-V/def2-TZVPD.

XYZ file:
```
94
Properties=species:S:1:pos:R:3:forces:R:3:lowdin_charge:R:1
P 0.91300 1.60591 -1.79379 0.380 -0.199 -0.111 1.115
C 3.14325 -0.73640 4.18062 -0.133 0.579 0.556 -0.058
H -2.05837 4.96791 0.58609 -0.459 -0.226 -0.176 0.119
H 1.85843 0.27453 -3.57901 -0.232 -0.139 0.033 0.090
N 0.39126 -1.34101 -1.11821 0.577 -1.040 -1.124 -0.033
C 2.43738 -2.68107 2.75289 -0.626 -0.473 -0.328 -0.038
H -4.41147 -0.89062 0.01810 -0.130 -0.380 0.174 0.066
H 3.20144 -3.36046 3.18854 0.084 0.942 -0.068 0.108
C 2.95225 -1.20949 2.74963 0.632 0.045 0.523 -0.523
C 0.28756 4.31370 -1.98540 -0.027 0.210 -0.137 -0.090
H 2.79476 -0.13404 -0.56264 0.219 -0.044 -0.265 0.045
H 3.24515 3.73595 -2.47942 0.079 -0.444 -0.027 0.070
H 2.14889 -0.50668 4.59449 0.235 -0.162 0.008 0.085
H 2.30119 -3.09835 1.73992 -0.295 0.489 0.310 0.081
N -4.04694 3.21913 -1.27915 0.611 0.273 0.390 0.170
C 0.35642 -2.61904 -0.57637 -1.063 0.448 1.606 -0.386
C -3.10127 -3.91100 1.23026 -0.123 -0.154 0.023 -0.079
H 2.57976 3.71063 -0.17488 0.019 -0.572 0.091 0.073
Cr -0.34739 0.19491 -0.04916 -1.043 0.358 0.327 0.227
H -3.66717 -2.21928 3.40838 0.120 0.333 -0.029 0.064
C 2.87660 2.64886 -0.05388 0.147 0.279 0.113 -0.102
C -0.54337 -2.90202 0.48396 2.753 1.654 1.094 -0.290
H -3.64263 -3.38291 -1.49901 -0.027 0.228 0.046 0.092
P -1.63621 -1.56873 1.08852 0.572 -0.463 -0.007 1.116
C 3.41655 0.49281 -1.21143 -0.196 -0.012 -0.039 -0.095
H 5.01882 -1.81742 2.27293 -0.274 0.244 0.156 0.106
N 1.21276 0.05998 1.29408 4.142 0.644 4.039 0.124
N -2.86241 4.73764 0.00661 0.094 0.016 -0.261 0.131
H 1.62865 -2.09643 -4.14083 -0.015 -0.182 0.277 0.110
H -0.23232 4.16784 -1.02631 0.218 -0.048 -0.229 0.047
H -1.90972 1.10658 2.91417 0.046 -0.122 0.046 0.035
H 1.31351 4.65326 -1.78215 -0.312 -0.138 -0.032 0.069
H 1.89801 -4.36943 -3.06975 0.004 0.299 0.375 0.113
H -1.28954 1.84618 -3.87539 -0.019 0.226 0.140 0.089
H 3.67248 0.22325 4.15007 0.181 -0.241 0.326 0.093
H -0.22653 5.12884 -2.52117 0.157 -0.188 0.123 0.095
H -1.62353 3.59361 -3.77330 0.166 -0.239 0.062 0.100
H 4.40147 0.60096 -0.72961 -0.265 0.080 -0.221 0.092
C -4.44281 -1.87373 0.51406 -0.335 -0.357 -0.112 -0.092
H -2.09762 -4.29337 1.47769 -0.520 0.208 -0.299 0.056
H 4.61773 2.67305 -2.14361 -0.292 -0.038 -0.107 0.098
C 4.18518 -1.23648 1.85880 0.493 0.271 -0.704 -0.062
C -2.23646 0.77460 -0.71396 0.658 -2.223 -1.786 -0.734
C 1.50384 -3.52853 -2.49099 -0.440 -0.125 1.007 -0.055
S -2.03677 2.21380 0.36328 -1.285 2.058 -0.527 0.916
C -3.03849 3.49484 -0.44662 -1.056 -0.163 1.053 -0.623
H -3.52502 5.47762 -0.19709 0.262 -0.087 -0.077 0.131
C -0.87868 -2.05789 3.78191 0.109 -0.109 0.428 -0.110
H 1.54747 -2.89243 3.36431 0.399 0.314 -0.429 0.062
H 0.14861 -1.90996 3.43165 -0.477 -0.052 0.003 0.028
H 1.06428 2.34828 -4.77330 0.002 0.254 0.130 0.087
C 2.76615 1.87035 -1.39863 -0.147 0.745 0.614 -0.655
H -0.26490 -3.74960 1.10318 -0.310 -0.094 -0.171 0.064
H -2.66758 -1.87966 -1.60390 -0.073 -0.310 0.001 0.072
C 0.99552 3.27349 -4.18355 0.090 0.197 -0.088 -0.082
H -1.42946 0.47174 4.49516 -0.013 -0.136 -0.344 0.096
H -4.17240 2.27714 -1.65901 0.210 0.089 0.381 0.107
C 0.87775 -1.19875 -2.36434 0.238 -0.662 -0.399 -0.346
H 3.55727 -0.00061 -2.17822 0.007 -0.096 0.217 0.088
H -3.58392 -4.69510 0.61800 0.003 0.321 0.340 0.095
C -1.32037 0.32625 3.40596 0.076 0.047 -0.342 -0.116
H -1.90155 -3.45348 -1.21333 -0.436 0.249 -0.030 0.074
H 0.11265 0.31532 -3.67531 0.050 -0.038 0.200 0.093
H 3.61063 -1.44905 4.87881 0.085 0.207 -0.589 0.102
C -3.25870 -1.20673 3.51158 -0.040 -0.035 0.158 -0.096
H -3.63183 -3.81377 2.19575 0.004 -0.031 -0.611 0.070
H 3.94860 2.66694 0.24045 -0.543 -0.032 -0.109 0.094
H 1.14601 -4.61195 -0.63037 0.137 0.269 -0.278 0.115
H 3.92086 -1.70267 0.89803 0.027 0.048 0.265 0.089
C 0.25260 3.04557 -2.85652 0.210 -0.197 0.125 -0.665
C -1.20079 2.73096 -3.23340 -0.179 0.056 0.229 -0.098
C 3.55585 2.68023 -2.44197 0.146 -0.169 0.155 -0.091
H -5.14401 -2.53097 -0.03057 -0.039 0.472 0.201 0.091
C 2.10899 -0.01841 2.10720 -4.784 -3.325 -4.114 0.012
H 0.41572 4.00354 -4.77282 0.137 -0.255 0.122 0.095
C -3.08265 -2.57706 0.42171 -0.653 0.283 0.817 -0.663
H -0.86433 -1.84468 4.86423 -0.157 -0.034 -0.209 0.098
C 0.94624 0.18559 -2.97192 0.154 0.277 -0.564 -0.261
C 1.11570 -3.65875 -1.16361 0.161 -0.651 -1.322 -0.048
H -3.89647 -0.49441 2.97126 0.115 -0.219 0.122 0.080
H -0.26385 0.47887 3.15955 -0.314 -0.008 0.051 0.042
H 1.99682 3.69561 -4.05973 -0.331 -0.179 -0.061 0.058
H -3.31887 -0.94142 4.58007 0.085 -0.070 -0.247 0.094
H -4.68040 3.95752 -1.57661 0.309 -0.261 -0.044 0.138
H -1.15764 -3.11109 3.65504 0.071 0.180 -0.074 0.089
H 4.50227 -0.22268 1.59794 0.325 -0.102 0.276 0.080
H 2.30157 2.20731 0.78430 0.300 0.285 -0.662 0.044
H 3.48395 2.22659 -3.43609 0.074 0.164 0.104 0.081
C -1.80183 -1.09166 3.05361 0.079 -0.775 -0.620 -0.614
O -3.12593 0.51779 -1.50821 0.475 1.360 1.185 -0.082
H -4.81927 -1.76808 1.54300 0.200 -0.022 -0.474 0.059
C 1.32051 -2.28073 -3.11124 0.341 0.848 -0.337 -0.063
C -2.79401 -2.83361 -1.07341 0.026 -0.142 0.045 -0.085
H -1.81686 2.57621 -2.34661 0.166 -0.090 -0.279 0.012
```
Positions in Å, forces in eV/Å.

Results
Multiplicity = 5
E_LUMO (alpha / beta) = -2.83 / -3.13 eV
Total charge = +1